# 1
C47H112N8O8 | ωB97M-V/def2-TZVPD

```
! RIJCOSX wB97M-V def2-TZVPD def2/J DEFGRID3
* xyz 0 1
C 4.2477 -5.7914 -2.9116
C 3.4887 -6.7835 -2.0114
C 3.5896 -8.2240 -2.5486
C 4.1061 -6.7622 -0.6295
C 3.6100 -5.6220 0.2744
C 2.1262 -5.6097 0.3185
C 1.4955 -5.4567 -1.0641
C 0.0262 -5.6981 -0.9023
C 1.7300 -4.0485 -1.5628
N 2.0535 -6.4902 -1.9170
O 1.4928 -6.4165 -3.2336
H 4.7025 -4.9923 -2.3215
H 5.0238 -6.3187 -3.4665
H 3.5733 -5.3027 -3.6171
H 4.6121 -8.5985 -2.5337
H 2.9524 -8.8474 -1.9203
H 3.1866 -8.2665 -3.5610
H 3.8323 -7.6840 -0.0963
H 5.1945 -6.7335 -0.6838
H 4.0422 -5.7302 1.2746
H 4.0348 -4.6662 -0.0634
H 1.6856 -4.8176 0.9337
H 1.7162 -6.5297 0.7545
H -0.1970 -6.7408 -0.6673
H -0.5043 -5.5298 -1.8486
H -0.3953 -4.9771 -0.2013
H 2.7893 -3.8770 -1.7769
H 1.4300 -3.2801 -0.8444
H 1.2312 -3.7772 -2.4989
H 0.8588 -7.1406 -3.2375
C 3.4385 5.5121 1.5820
C 2.5811 4.3516 1.0634
C 3.3411 3.6215 -0.0462
C 2.3708 3.3404 2.2077
C 1.4534 3.8304 3.2956
C 0.1161 4.1708 2.6510
C 0.2221 5.2034 1.5237
C -1.1037 5.2061 0.7830
C 0.4890 6.5990 2.0930
N 1.2647 4.7302 0.6099
O 1.3019 5.4536 -0.6117
H 3.2611 6.4912 1.1338
H 4.5118 5.3137 1.4829
H 3.3242 5.6355 2.6650
H 2.6914 2.9825 -0.6465
H 4.2342 3.0848 0.2686
H 3.7146 4.3754 -0.7527
H 1.9426 2.4426 1.7378
H 3.3517 3.0151 2.5694
H 1.8527 4.7086 3.8103
H 1.3140 3.0490 4.0325
H -0.5756 4.5228 3.4206
H -0.2584 3.2566 2.1744
H -1.1202 6.0562 0.1003
H -1.2174 4.3151 0.1660
H -1.9478 5.2548 1.4696
H 0.7073 7.3546 1.3240
H -0.4443 7.0218 2.4883
H 1.2497 6.6103 2.8672
H 1.4792 6.3749 -0.3507
C -6.3814 0.3704 6.9316
C -5.7141 1.7241 6.6358
C -4.8990 2.1105 7.8693
C -4.7091 1.5568 5.4979
C -5.3454 1.6320 4.1194
C -6.1703 2.8869 3.9842
C -7.2485 3.0202 5.0558
C -7.7242 4.4618 4.9763
C -8.4201 2.1025 4.7489
N -6.6153 2.8173 6.3566
O -7.5720 2.9019 7.4130
H -6.9363 0.3804 7.8663
H -7.0233 0.0377 6.1116
H -5.6270 -0.4202 6.9674
H -5.5263 2.3144 8.7378
H -4.2050 1.3093 8.1315
H -4.3317 3.0227 7.6716
H -3.8620 2.2480 5.5664
H -4.2392 0.5734 5.6032
H -4.6663 1.5403 3.2640
H -5.9485 0.7254 3.9391
H -6.6495 2.9209 3.0022
H -5.4839 3.7397 4.0276
H -6.9332 5.1508 5.2690
H -8.5355 4.6545 5.6971
H -8.2049 4.6430 4.0158
H -9.1939 2.2491 5.5099
H -8.1517 1.0533 4.8613
H -8.8666 2.3033 3.7780
H -7.6006 3.8416 7.6204
C 0.9536 0.1504 -8.9682
O 1.1974 -0.1193 -7.6016
C 1.3759 -1.4836 -7.3251
C 1.9307 -1.6275 -5.9461
C 2.1896 -3.0423 -5.5153
N 0.9426 -1.0849 -5.0132
H 0.3893 1.0823 -9.0318
H 0.3733 -0.6305 -9.4634
H 1.9067 0.3203 -9.4831
H 0.4098 -2.0189 -7.3166
H 2.0143 -1.9961 -8.0589
H 2.8645 -1.0552 -5.8373
H 1.3341 -3.7018 -5.6495
H 2.5310 -3.0068 -4.4799
H 3.0113 -3.4843 -6.0923
H 0.7448 -0.1181 -5.2441
H 1.2682 -1.1448 -4.0586
C 8.5114 -2.5973 -3.5230
O 7.3005 -1.9094 -3.5863
C 7.0289 -1.1910 -2.4217
C 5.5642 -0.8349 -2.4185
C 5.2367 0.2351 -1.3704
N 4.7811 -2.0534 -2.1903
H 8.8934 -2.7902 -4.5234
H 8.4340 -3.5472 -2.9772
H 9.2808 -2.0051 -3.0002
H 7.3169 -1.7275 -1.5085
H 7.6261 -0.2627 -2.4349
H 5.3634 -0.3527 -3.3883
H 5.4129 -0.1189 -0.3520
H 4.1588 0.4049 -1.4344
H 5.7783 1.1585 -1.5655
H 3.7982 -1.8389 -2.3719
H 4.9917 -2.6820 -2.9703
C -1.2548 2.0423 -4.6812
O -1.4381 3.2968 -5.2810
C -0.9212 4.3785 -4.5265
C -1.8944 4.8909 -3.4698
C -3.1356 5.4924 -4.0673
N -1.2035 5.8580 -2.5645
H -1.4376 1.9970 -3.6025
H -0.2082 1.7235 -4.8048
H -1.9153 1.3081 -5.1402
H -0.0105 4.0496 -4.0069
H -0.7272 5.1906 -5.2265
H -2.2711 4.0488 -2.8613
H -3.7220 5.9992 -3.2885
H -3.7844 4.6978 -4.4334
H -2.9452 6.2366 -4.8413
H -0.5565 5.3499 -1.9653
H -1.9593 6.1711 -1.9614
C -2.3309 -4.5529 1.2331
O -1.5663 -3.5772 1.8987
C -0.8428 -4.1104 2.9948
C -0.9166 -3.1884 4.1730
C -0.2782 -1.8514 3.8789
N -0.2574 -3.8837 5.3016
H -3.1465 -4.9265 1.8587
H -1.6981 -5.3591 0.8485
H -2.7758 -4.0537 0.3693
H -1.3036 -5.0404 3.3506
H 0.1940 -4.3204 2.6997
H -1.9621 -3.0888 4.4632
H -0.7321 -1.0299 4.4331
H -0.4744 -1.5674 2.8366
H 0.8033 -1.8526 4.0054
H -0.3365 -3.3414 6.1530
H 0.7334 -4.0309 5.1496
C -3.1716 -0.1597 1.1741
O -2.3592 0.4026 0.1713
C -1.2067 -0.3679 -0.0470
C -0.4559 0.1832 -1.2338
C 0.9439 -0.3823 -1.3517
N -0.3306 1.6731 -1.2931
H -3.4162 -1.1985 0.9314
H -4.0851 0.4295 1.2479
H -2.6785 -0.0986 2.1552
H -0.6010 -0.3619 0.8687
H -1.5001 -1.4041 -0.2702
H -0.9510 -0.0573 -2.1820
H 1.3343 -0.0919 -2.3252
H 0.9635 -1.4697 -1.2334
H 1.6220 0.0205 -0.5916
H -1.2951 2.0023 -1.2211
H 0.0524 1.9548 -0.3808
*
```

As for the relative energy (zero: lowest compared OMol25 entry of this formula, charge and spin): 0.00 kcal per mole. The LUMO energy comes out at 0.37 eV. The HOMO-LUMO gap is 8.803 eV. Its electronic energy is -2897.70100 Ha.

***

# 2
C47H125N17O19 | ωB97M-V/def2-TZVPD

```
! RIJCOSX wB97M-V def2-TZVPD def2/J DEFGRID3
* xyz 0 1
C -2.7093 -6.9563 1.3307
O -3.1457 -7.8016 0.2000
C -4.5515 -8.0147 0.2303
C -5.3681 -6.7489 0.0678
N -5.3017 -6.1099 -1.2652
C -5.5645 -4.6622 -1.2620
C -4.4929 -3.9834 -0.5003
O -3.1561 -4.0266 -0.9847
C -2.4150 -2.9645 -0.3659
H -3.3345 -6.9688 2.2234
H -2.6960 -5.9251 0.9778
H -1.7194 -7.2511 1.6789
H -4.8904 -8.4980 1.1467
H -4.7772 -8.6842 -0.5997
H -5.1565 -6.1219 0.9339
H -6.4479 -6.8788 0.1398
H -4.3899 -6.2435 -1.6785
H -6.5483 -4.4429 -0.8469
H -5.4670 -4.3016 -2.2860
H -4.5697 -4.3505 0.5231
H -4.8047 -2.9391 -0.4841
H -1.3901 -3.0328 -0.7305
H -2.3458 -3.0710 0.7167
H -2.8656 -1.9746 -0.4389
C -1.1253 0.0067 4.2051
O -1.5599 1.1357 4.9442
C -2.4545 0.7772 5.9882
C -2.7324 1.9756 6.9119
N -3.5593 2.9702 6.1981
C -3.4556 4.3121 6.8597
C -2.1245 5.0575 6.5818
O -2.1624 5.5268 5.2309
C -0.8591 5.8864 4.7860
H -1.0881 -0.9794 4.6679
H -0.1191 0.2555 3.8677
H -1.6489 0.0470 3.2499
H -1.9241 0.0178 6.5629
H -3.3571 0.3117 5.5923
H -1.7925 2.4363 7.2160
H -3.1042 1.5536 7.8456
H -3.0399 3.1276 5.3463
H -3.5095 4.2468 7.9464
H -4.1995 5.0285 6.5110
H -1.2142 4.5016 6.8063
H -2.0512 5.9348 7.2246
H -0.3287 6.3921 5.5928
H -0.8041 6.5116 3.8948
H -0.3290 4.9566 4.5796
C -0.6104 -6.1630 -1.9176
O 0.1683 -5.0340 -1.3897
C 1.2763 -4.4403 -2.1682
C 1.9495 -3.2109 -1.4497
N 3.0357 -3.7079 -0.5350
C 3.8667 -2.6446 0.0471
C 4.8889 -3.3706 0.9828
O 4.2088 -3.7853 2.1755
C 5.1691 -4.1069 3.1906
H 0.1462 -6.9333 -2.0669
H -1.2784 -5.9921 -2.7618
H -1.1319 -6.5107 -1.0258
H 0.8828 -4.1403 -3.1394
H 2.0452 -5.1546 -2.4627
H 1.2155 -2.6342 -0.8870
H 2.4574 -2.6353 -2.2236
H 2.4553 -4.0069 0.2356
H 3.1845 -2.0028 0.6047
H 4.3021 -1.9802 -0.6992
H 5.6169 -2.6118 1.2700
H 5.5464 -4.0458 0.4352
H 4.6759 -4.6073 4.0240
H 5.4598 -3.0983 3.4844
H 5.9736 -4.7577 2.8481
C 2.4639 1.0814 -3.1318
O 1.8281 0.8666 -4.3818
C 1.3262 2.1053 -5.0017
C 0.4535 1.6861 -6.2073
N 1.2301 0.9630 -7.1980
C 0.2798 0.5498 -8.3116
C -0.0811 1.5989 -9.3553
O -1.0308 2.5978 -8.8675
C -1.1442 3.8306 -9.5608
H 2.7080 0.1136 -2.6938
H 1.8222 1.5925 -2.4140
H 3.4233 1.5840 -3.2548
H 2.0808 2.8059 -5.3594
H 0.6828 2.6859 -4.3406
H 0.1177 2.5679 -6.7529
H -0.4133 1.1193 -5.8674
H 1.6249 0.1479 -6.7509
H -0.6588 0.1559 -7.9218
H 0.8721 -0.2634 -8.7310
H -0.4603 1.0677 -10.2283
H 0.8497 2.0604 -9.6850
H -1.5594 3.6058 -10.5432
H -0.1859 4.3201 -9.7344
H -1.8362 4.4563 -8.9972
C 2.7114 -3.1011 -8.5715
O 1.5510 -2.7417 -7.8473
C 1.6413 -2.4292 -6.4673
C 0.2427 -2.1842 -5.8256
N 0.3904 -1.5682 -4.4634
C -0.8990 -1.5249 -3.7383
C -1.0701 -0.3943 -2.7469
O -1.3150 0.7589 -3.5517
C -1.7374 1.9800 -2.8088
H 2.9642 -4.1287 -8.3106
H 3.5901 -2.5229 -8.2856
H 2.4962 -3.1381 -9.6394
H 2.3072 -1.5688 -6.4007
H 2.1319 -3.2683 -5.9741
H -0.2591 -3.1498 -5.8885
H -0.2502 -1.5216 -6.5370
H 0.9074 -0.7007 -4.4504
H -0.9927 -2.4476 -3.1656
H -1.6707 -1.4385 -4.5031
H -0.2052 -0.2244 -2.1056
H -1.9574 -0.7168 -2.2021
H -0.8900 2.4185 -2.2819
H -2.6187 1.8033 -2.1923
H -2.0729 2.6977 -3.5574
C 1.8357 -0.4487 6.7637
O 2.5098 0.0216 5.5497
C 2.7817 -0.9592 4.5450
C 3.4932 -0.4013 3.2805
N 4.8979 -0.2117 3.3038
C 5.3266 0.5985 4.4651
C 6.8155 0.7177 4.2861
O 7.4941 -0.5492 4.3794
C 7.5283 -1.1016 5.6855
H 0.9596 -1.0705 6.5795
H 1.4974 0.4117 7.3410
H 2.4766 -1.0655 7.3937
H 1.8914 -1.4864 4.2022
H 3.3141 -1.7583 5.0608
H 3.1464 0.5797 2.9559
H 3.4337 -0.9811 2.3595
H 5.4567 -1.0522 3.2673
H 5.0106 0.1781 5.4198
H 4.9090 1.6032 4.4008
H 7.1457 1.4670 5.0056
H 7.0348 1.1401 3.3055
H 8.0062 -0.2779 6.2158
H 8.1482 -1.9939 5.7736
H 6.4881 -1.2964 5.9465
C -5.0528 7.6002 0.7018
O -5.2281 6.4097 1.5441
C -3.9977 6.1689 2.2545
C -3.9327 4.6744 2.6698
N -3.8452 3.8608 1.5202
C -3.9348 2.4266 1.8719
C -3.8409 1.6172 0.5212
O -3.5169 0.2163 0.7841
C -4.6324 -0.4920 1.4141
H -4.6265 8.4405 1.2498
H -5.9529 7.8951 0.1623
H -4.3112 7.4014 -0.0718
H -3.8055 6.8141 3.1117
H -3.1285 6.3584 1.6247
H -4.7974 4.4158 3.2809
H -3.0807 4.5306 3.3343
H -4.6151 4.1593 0.9386
H -4.8807 2.2075 2.3672
H -3.0489 2.1403 2.4386
H -3.0674 2.0384 -0.1211
H -4.7556 1.6529 -0.0704
H -4.1772 -1.4387 1.7052
H -5.5449 -0.6187 0.8316
H -4.8796 -0.0066 2.3582
N 5.5059 0.5942 0.6628
C 4.8616 1.4542 -0.0302
N 5.4604 1.5774 -1.1878
O 3.8324 2.0695 0.2588
H 5.2791 0.6235 1.6465
H 6.4003 0.2312 0.3655
H 5.1759 2.2446 -1.8907
H 6.0661 0.8134 -1.4513
N 1.9389 5.1606 -3.0967
C 2.7836 4.3741 -2.5131
N 2.2595 3.9698 -1.3387
O 3.8598 4.0691 -2.8961
H 0.9984 5.3135 -2.7616
H 2.3592 5.5657 -3.9209
H 1.3165 4.2557 -1.1170
H 2.7024 3.3394 -0.6857
N 1.4568 -3.8734 2.8790
C 0.5851 -3.1340 2.2879
N -0.5855 -3.3767 2.7149
O 0.7706 -2.3356 1.4579
H 2.3917 -3.6797 2.5497
H 1.1687 -4.4717 3.6400
H -1.2716 -2.6416 2.6195
H -0.6258 -4.0115 3.4994
N -0.6861 0.2573 0.6205
C 0.2733 1.0446 0.2807
N 1.3148 0.3353 0.1238
O 0.2579 2.2573 0.2232
H -1.6211 0.6027 0.7837
H -0.4127 -0.6941 0.8209
H 2.1241 0.8631 -0.1703
H 1.4229 -0.6457 0.3381
N -2.4654 5.9238 -0.9742
C -1.4120 5.1747 -1.0866
N -1.4974 4.2175 -0.2394
O -0.4610 5.3662 -1.7801
H -2.4798 6.7948 -1.4855
H -3.1422 5.6896 -0.2620
H -2.3354 3.9625 0.2635
H -0.7609 3.5312 -0.1580
*
```

As for the relative energy (zero: lowest compared OMol25 entry of this formula, charge and spin): 130.99 kcal per mole. The LUMO energy comes out at -0.12 eV. The HOMO-LUMO gap is 7.535 eV. Its electronic energy is -4225.85627 Ha.